No. 1
{
  "formula": "C29H46BrN3P2SZn",
  "method": "the ωB97M-V functional and the def2-TZVPD basis",
  "lumo_ev": [-8.047, -9.229],
  "largest_force_ev_per_a": 3.7,
  "de_lowest_kj_mol": 543.22,
  "charge": 2,
  "energy_ev": -183144.1834,
  "homo_energy_ev": [-12.823, -12.046],
  "symbols": ["C", "C", "C", "C", "N", "C", "C", "C", "C", "C", "C", "C", "C", "C", "Zn", "P", "H", "H", "H", "H", "H", "H", "H", "H", "C", "C", "H", "H", "H", "H", "H", "C", "C", "H", "H", "H", "H", "H", "C", "C", "H", "H", "H", "H", "H", "Br", "P", "C", "C", "H", "H", "H", "H", "H", "C", "C", "H", "H", "H", "H", "H", "C", "C", "H", "H", "H", "H", "H", "S", "C", "N", "C", "C", "C", "N", "H", "H", "H", "H", "H", "H", "H", "H"],
  "xyz": [[2.95463, 4.29748, -0.92022], [1.76993, 3.78082, -1.51115], [1.73579, 3.59477, -2.91123], [2.80783, 4.11247, -3.66666], [3.85437, 4.69405, -3.10110], [3.94743, 4.79809, -1.78376], [0.61265, 3.52108, -0.69257], [-0.40567, 3.27003, -0.04361], [-1.59772, 2.79346, 0.53923], [-1.44142, 1.87225, 1.60129], [-2.58782, 1.15710, 2.04025], [-3.60939, 1.19247, 1.12710], [-3.89579, 2.15539, 0.21527], [-2.82056, 3.07160, -0.04375], [-2.65022, -0.92668, 1.52071], [1.39283, -0.59943, -0.06750], [0.85938, 3.13350, -3.38292], [3.02132, 4.38396, 0.16678], [2.75766, 4.04147, -4.74877], [4.80698, 5.29430, -1.34864], [-2.93117, 3.92167, -0.69886], [-0.45682, 1.69994, 2.03127], [-4.83249, 2.25540, -0.32595], [-2.67080, 0.73391, 3.05849], [2.28823, -2.21226, 0.14509], [3.50648, -2.50155, -0.72031], [1.51327, -2.97407, -0.04255], [2.54091, -2.29500, 1.21289], [3.84796, -3.52423, -0.52518], [3.28190, -2.44742, -1.78923], [4.35542, -1.84753, -0.49804], [1.70102, -0.07740, -1.81156], [3.07667, 0.43859, -2.21257], [0.95636, 0.71588, -1.98486], [1.41089, -0.92263, -2.45235], [3.04698, 0.75122, -3.26517], [3.36699, 1.32805, -1.64213], [3.86461, -0.32141, -2.13449], [2.39428, 0.59851, 0.93402], [3.90855, 0.39926, 1.00385], [1.98139, 0.53458, 1.95705], [2.14539, 1.60684, 0.55873], [4.33266, 1.16340, 1.66937], [4.17954, -0.57689, 1.42356], [4.40326, 0.52565, 0.03336], [-4.87338, -1.07050, 0.91674], [-1.94575, -1.89066, -1.42823], [-0.81837, -2.65178, -2.63915], [-1.31847, -3.87677, -3.38140], [0.08154, -2.90303, -2.05587], [-0.51335, -1.87338, -3.34909], [-0.52797, -4.27182, -4.02540], [-1.59969, -4.68916, -2.71155], [-2.16827, -3.65394, -4.02839], [-3.18825, -3.21707, -1.04299], [-4.46374, -3.28961, -1.88516], [-3.49258, -3.07603, 0.01498], [-2.65206, -4.18258, -1.06865], [-5.15220, -4.00766, -1.42039], [-5.00195, -2.33787, -1.92688], [-4.26687, -3.64015, -2.90104], [-2.83504, -0.54546, -2.33997], [-3.18460, -0.81020, -3.80462], [-2.14159, 0.31371, -2.27927], [-3.71885, -0.26038, -1.74886], [-3.68757, 0.06981, -4.22419], [-2.29340, -0.98456, -4.41668], [-3.87226, -1.65434, -3.93382], [-0.50721, -1.57560, 2.34142], [-0.11157, -0.81537, 3.85893], [0.37575, 0.44423, 3.97125], [0.02632, 1.21859, 5.16637], [0.47763, 0.43471, 6.37177], [-0.02341, -0.99917, 6.34626], [-0.26092, -1.50380, 4.99642], [0.51599, 0.94340, 3.11835], [-1.05807, 1.38720, 5.20172], [0.51369, 2.18795, 5.08630], [0.14871, 0.94142, 7.28038], [1.57270, 0.42823, 6.39211], [-0.95682, -1.06707, 6.91448], [0.69682, -1.65495, 6.84543], [-0.49867, -2.47697, 4.87550]],
  "forces_ev_per_angstrom": [[-0.671, 0.237, -0.689], [0.843, 0.216, -0.068], [0.012, 0.591, 0.351], [-0.930, -0.744, 0.920], [0.454, 0.423, -0.477], [-0.962, -0.845, 0.813], [-2.018, -0.879, 1.137], [2.918, 1.219, -1.880], [1.235, -0.985, 0.645], [-1.160, 0.361, -0.365], [0.861, 0.411, 0.353], [-1.207, 0.512, 0.317], [0.539, 0.748, -0.880], [-1.473, -1.261, 0.794], [2.172, -1.516, -0.784], [0.416, 0.299, -0.332], [0.418, 0.326, 0.131], [0.057, 0.119, -0.402], [0.273, 0.075, 0.069], [0.130, -0.046, -0.258], [-0.139, -0.127, -0.256], [-0.597, 0.405, -0.190], [0.144, -0.256, 0.036], [0.099, -0.018, -0.562], [-0.505, 0.018, 0.091], [0.359, -0.322, -0.019], [0.252, 0.080, 0.114], [-0.110, 0.008, -0.199], [-0.066, 0.104, -0.033], [0.009, 0.062, 0.147], [-0.252, -0.045, -0.112], [-0.137, 0.022, 0.005], [0.350, 0.157, -0.458], [0.102, -0.174, -0.047], [0.015, 0.177, 0.156], [0.013, -0.058, 0.175], [-0.047, -0.224, -0.063], [-0.268, 0.295, 0.085], [-0.166, 0.030, 0.010], [0.319, 0.313, 0.216], [0.260, 0.018, -0.314], [0.055, -0.305, 0.092], [-0.016, -0.182, -0.085], [-0.085, 0.202, -0.146], [-0.216, -0.163, 0.302], [-0.179, 1.502, 0.570], [-1.062, 0.478, 1.262], [0.756, 0.054, 0.139], [-0.009, -0.320, -0.387], [-0.123, -0.026, -0.275], [-0.040, -0.057, 0.165], [-0.032, 0.096, 0.065], [0.008, 0.063, -0.040], [0.007, 0.030, 0.088], [-0.208, -0.204, 0.299], [-0.193, -0.408, 0.125], [0.351, -0.258, -0.653], [-0.218, 0.407, 0.056], [0.132, 0.079, -0.167], [0.187, -0.048, -0.071], [-0.047, 0.126, 0.116], [0.368, -0.006, -0.075], [-0.355, 0.165, -0.212], [-0.230, -0.207, -0.022], [0.178, -0.167, -0.156], [0.112, -0.143, 0.030], [-0.141, -0.030, 0.156], [0.259, 0.188, 0.071], [-0.232, -0.242, -0.009], [0.032, 0.088, 1.423], [-1.089, -0.828, -0.128], [0.053, 0.000, -0.010], [0.795, 0.242, 0.234], [-0.133, -0.101, 0.718], [0.023, 0.540, -1.189], [0.141, -0.059, -0.180], [0.076, -0.004, -0.092], [0.043, -0.047, 0.141], [-0.007, -0.172, -0.014], [-0.154, 0.088, -0.038], [0.010, -0.158, -0.235], [-0.115, 0.064, -0.123], [-0.245, -0.005, 0.075]],
  "mulliken_charge": [-0.166, 0.733, -0.298, -0.395, -0.549, -0.471, -0.261, -0.685, 0.445, -0.279, 0.167, -0.480, -0.448, -0.528, 0.653, 0.632, 0.420, 0.475, 0.398, 0.390, 0.585, 0.391, 0.518, 0.623, -0.720, -1.471, 0.518, 0.620, 0.450, 0.280, 0.261, -0.017, -1.437, 0.133, 0.294, 0.445, 0.122, 0.281, 0.684, -1.669, -0.183, -0.254, 0.476, 0.341, 0.282, -0.301, 0.855, -0.222, -1.455, 0.129, 0.369, 0.451, 0.305, 0.258, -0.669, -1.504, 0.439, 0.549, 0.432, 0.296, 0.263, -0.329, -1.350, 0.319, 0.181, 0.423, 0.310, 0.237, -0.443, 0.452, 0.160, -0.567, -0.680, -0.611, -0.162, 0.119, 0.314, 0.467, 0.393, 0.318, 0.361, 0.344, 0.242]
}

---

No. 2
{
  "formula": "C3H4O4",
  "method": "the ωB97M-V functional and the def2-TZVPD basis",
  "lumo_ev": 0.762,
  "largest_force_ev_per_a": 3.5,
  "de_lowest_kj_mol": 425.30,
  "energy_ev": -11361.6043,
  "homo_energy_ev": -10.311,
  "symbols": ["C", "C", "O", "C", "O", "O", "O", "H", "H", "H", "H"],
  "xyz": [[0.37564, 1.59958, -0.44209], [-0.86636, 1.17759, -0.21382], [-1.32479, 0.06968, 0.49214], [-0.61097, -1.01173, 0.22185], [-1.03135, -2.12655, 0.31071], [0.78761, -0.78504, 0.12633], [1.55080, -1.87934, 0.59259], [0.49841, 2.56452, -0.90134], [1.35581, 1.20981, -0.22578], [-1.71701, 1.83848, -0.34897], [0.98222, -2.65700, 0.38836]],
  "forces_ev_per_angstrom": [[-0.029, 0.621, -0.156], [0.227, 2.041, 0.723], [0.912, -0.177, -1.525], [1.811, -2.161, 2.147], [-0.062, 0.204, -0.455], [-1.585, 0.327, -0.098], [-0.516, -0.794, -0.205], [-0.614, 0.326, -0.298], [-0.444, -0.604, 0.193], [0.184, -0.123, -0.382], [0.115, 0.339, 0.056]],
  "nbo_charge": [-0.437, 0.081, -0.465, 0.967, -0.579, -0.300, -0.397, 0.211, 0.241, 0.202, 0.476]
}